# 1
Entry from the Open Molecules 2025 dataset: one molecule with the formula C5H7NO (ωB97M-V/def2-TZVPD).

Structure (ORCA input):
```
! RIJCOSX wB97M-V def2-TZVPD def2/J DEFGRID3
* xyz 0 1
H -1.37 0.91 -2.87
N -0.37 1.05 -2.75
C 0.00 0.61 -1.63
C -0.82 0.10 -0.47
C 0.22 -0.17 0.62
C 0.08 -0.94 1.91
C 1.36 0.32 0.12
O 1.27 0.84 -1.15
H -1.37 1.07 -0.49
H -1.48 -0.75 -0.66
H -0.69 -0.50 2.56
H 1.02 -0.95 2.48
H -0.20 -2.00 1.76
H 2.35 0.41 0.56
*
```

Computed properties:
Electronic energy: -324.6734 hartree
HOMO-LUMO gap: 9.50 eV
SMILES: [H]/N=C1\CC(C)=CO1
Max |F|: 1.88 eV Å⁻¹
Energy relative to the best compared isomer or geometry (same formula, charge and spin): 32.1 kcal/mol
HOMO energy: -8.722 eV

=====

# 2
Entry from the Open Molecules 2025 dataset: one molecule with the formula C5H7NO (ωB97M-V/def2-TZVPD).

Structure (ORCA input):
```
! RIJCOSX wB97M-V def2-TZVPD def2/J DEFGRID3
* xyz 0 1
O 2.43 0.47 1.10
C 2.43 -0.50 0.04
C 1.15 -0.84 -0.64
C 0.09 -0.04 -0.25
C -1.27 -0.11 -0.18
C -2.53 0.64 -0.23
N -2.36 -0.75 0.24
H 2.39 1.34 0.69
H 3.22 -0.27 -0.69
H 2.75 -1.44 0.50
H 0.22 0.91 0.29
H -2.95 0.79 -1.23
H -2.80 1.39 0.51
H -2.76 -1.58 -0.16
*
```

Computed properties:
Electronic energy: -324.4912 hartree
HOMO-LUMO gap: 7.48 eV
Max |F|: 0.88 eV Å⁻¹
Energy relative to the best compared isomer or geometry (same formula, charge and spin): 146.4 kcal/mol
HOMO energy: -7.682 eV

=====

# 3
Entry from the Open Molecules 2025 dataset: C5H7NO as an isolated structure (ωB97M-V/def2-TZVPD).

Structure (ORCA input):
```
! RIJCOSX wB97M-V def2-TZVPD def2/J DEFGRID3
* xyz 0 1
O 2.69 0.19 -0.32
C 1.61 0.60 -0.68
C 0.31 -0.05 -0.31
C -0.61 -0.47 -1.38
N -1.32 -0.57 0.98
C -0.83 0.74 0.47
C 0.09 -1.03 0.86
H 1.51 1.46 -1.39
H -0.66 0.31 -2.15
H -1.75 -1.03 0.17
H -1.51 1.43 -0.04
H -0.39 1.24 1.34
H 0.59 -0.73 1.78
H 0.25 -2.10 0.67
*
```

Computed properties:
Electronic energy: -324.5009 hartree
HOMO-LUMO gap: 8.15 eV
Max |F|: 0.72 eV Å⁻¹
Energy relative to the best compared isomer or geometry (same formula, charge and spin): 140.3 kcal/mol
HOMO energy: -9.017 eV

=====

# 4
Entry from the Open Molecules 2025 dataset: C5H7NO as an isolated structure (ωB97M-V/def2-TZVPD).

Structure (ORCA input):
```
! RIJCOSX wB97M-V def2-TZVPD def2/J DEFGRID3
* xyz 0 1
O -0.74 -2.17 1.36
C -0.25 -1.25 0.73
C -0.12 -1.19 -0.79
C -0.38 0.19 -1.31
C 0.23 1.23 -0.66
C 0.53 1.09 0.76
N 0.27 -0.14 1.37
H -0.81 -1.93 -1.20
H 0.90 -1.50 -1.04
H -1.13 0.39 -2.06
H 0.51 2.20 -1.06
H -0.64 1.61 0.25
H 1.31 1.68 1.27
H 0.33 -0.22 2.38
*
```

Computed properties:
Electronic energy: -324.6090 hartree
HOMO-LUMO gap: 8.03 eV
Max |F|: 2.60 eV Å⁻¹
Energy relative to the best compared isomer or geometry (same formula, charge and spin): 72.4 kcal/mol
HOMO energy: -7.350 eV

=====

# 5
Entry from the Open Molecules 2025 dataset: one molecule with the formula C5H7NO (ωB97M-V/def2-TZVPD).

Structure (ORCA input):
```
! RIJCOSX wB97M-V def2-TZVPD def2/J DEFGRID3
* xyz 0 1
C -1.11 -1.09 0.42
C -0.55 0.30 0.11
C -1.49 1.07 -0.73
N -2.22 1.68 -1.40
C 0.83 0.24 -0.56
C 1.97 0.28 0.43
O 1.84 0.41 1.63
H -2.10 -1.03 0.88
H -0.44 -1.62 1.11
H -1.19 -1.68 -0.50
H -0.43 0.85 1.05
H 0.94 -0.68 -1.15
H 0.99 1.06 -1.27
H 2.98 0.21 -0.02
*
```

Computed properties:
Electronic energy: -324.6974 hartree
HOMO-LUMO gap: 11.26 eV
SMILES: C[C@H](C#N)CC=O
Max |F|: 1.18 eV Å⁻¹
Energy relative to the best compared isomer or geometry (same formula, charge and spin): 17.0 kcal/mol
HOMO energy: -10.508 eV

=====

# 6
Entry from the Open Molecules 2025 dataset: one molecule with the formula C5H7NO (ωB97M-V/def2-TZVPD).

Structure (ORCA input):
```
! RIJCOSX wB97M-V def2-TZVPD def2/J DEFGRID3
* xyz 0 1
C 1.39 -0.61 -0.68
C 0.03 -1.22 -0.83
C -1.13 -0.10 2.43
O -0.20 0.38 1.63
C -0.52 1.41 0.70
N -0.31 1.33 -0.53
C 0.26 0.23 -1.22
H 1.72 -0.40 0.33
H 2.17 -0.89 -1.38
H -0.15 -1.92 -1.65
H -0.53 -1.43 0.07
H -2.05 0.53 2.24
H -0.99 2.27 1.18
H 0.29 0.42 -2.29
*
```

Computed properties:
Electronic energy: -324.5399 hartree
HOMO-LUMO gap: 9.15 eV
Max |F|: 0.48 eV Å⁻¹
Energy relative to the best compared isomer or geometry (same formula, charge and spin): 115.8 kcal/mol
HOMO energy: -9.003 eV

=====

# 7
Entry from the Open Molecules 2025 dataset: one molecule with the formula C5H7NO (ωB97M-V/def2-TZVPD).

Structure (ORCA input):
```
! RIJCOSX wB97M-V def2-TZVPD def2/J DEFGRID3
* xyz 0 1
C 1.43 -0.17 -1.37
C 0.51 -0.44 -0.20
C 0.22 -1.67 0.18
O -0.06 -2.75 0.53
C -0.09 0.70 0.56
C -1.33 0.52 1.35
N -1.35 1.29 0.11
H 2.49 -0.22 -1.08
H 1.25 0.84 -1.76
H 1.28 -0.87 -2.20
H 0.64 1.44 0.90
H -1.49 1.10 2.25
H -1.78 -0.47 1.37
H -1.72 0.71 -0.65
*
```

Computed properties:
Electronic energy: -324.6434 hartree
HOMO-LUMO gap: 9.51 eV
SMILES: CC(=C=O)[C@@H]1CN1
Max |F|: 0.91 eV Å⁻¹
Energy relative to the best compared isomer or geometry (same formula, charge and spin): 50.9 kcal/mol
HOMO energy: -8.675 eV

=====

# 8
Entry from the Open Molecules 2025 dataset: one molecule with the formula C5H7NO (ωB97M-V/def2-TZVPD).

Structure (ORCA input):
```
! RIJCOSX wB97M-V def2-TZVPD def2/J DEFGRID3
* xyz 0 1
C -1.68 -1.05 0.17
C -0.28 -0.56 0.14
O 0.73 -1.45 0.44
C 1.90 -0.76 0.31
C 1.67 0.52 0.00
C 0.26 0.66 -0.17
N -0.37 1.80 -0.67
H -2.37 -0.20 0.20
H -1.93 -1.65 -0.71
H -1.86 -1.65 1.07
H 2.82 -1.30 0.19
H 2.46 1.23 -0.19
H 0.00 2.64 -0.23
H -1.37 1.77 -0.54
*
```

Computed properties:
Electronic energy: -324.6925 hartree
HOMO-LUMO gap: 8.81 eV
SMILES: Cc1occc1N
Max |F|: 0.80 eV Å⁻¹
Energy relative to the best compared isomer or geometry (same formula, charge and spin): 20.1 kcal/mol
HOMO energy: -7.785 eV

=====

# 9
Entry from the Open Molecules 2025 dataset: a 2-piece molecular cluster, C5H7NO overall (ωB97M-V/def2-TZVPD).

Structure (ORCA input):
```
! RIJCOSX wB97M-V def2-TZVPD def2/J DEFGRID3
* xyz 0 1
C 1.39 0.93 -1.07
C 0.60 0.15 -0.06
C -0.02 -1.14 -0.49
N -0.89 -1.73 0.23
C -2.48 0.16 0.88
O -2.91 -0.27 1.85
C 0.30 0.65 1.14
H 0.87 1.84 -1.39
H 1.62 0.34 -1.96
H 2.35 1.24 -0.63
H 0.21 -1.47 -1.51
H -1.36 -2.48 -0.26
H -0.19 0.05 1.90
H 0.49 1.70 1.38
*
```

Computed properties:
Electronic energy: -324.6562 hartree
HOMO-LUMO gap: 9.76 eV
Max |F|: 1.62 eV Å⁻¹
Energy relative to the best compared isomer or geometry (same formula, charge and spin): 42.8 kcal/mol
HOMO energy: -9.402 eV

=====

# 10
Entry from the Open Molecules 2025 dataset: one molecule with the formula C5H7NO (ωB97M-V/def2-TZVPD).

Structure (ORCA input):
```
! RIJCOSX wB97M-V def2-TZVPD def2/J DEFGRID3
* xyz 0 1
C -1.36 -1.29 0.14
C -0.36 -0.19 0.47
C -0.88 1.17 0.33
N -0.58 2.24 -0.01
C 0.91 -0.17 -0.49
C 1.65 1.15 -0.31
O 1.23 2.24 -0.75
H -2.22 -1.26 0.82
H -0.89 -2.28 0.24
H -1.73 -1.18 -0.88
H -0.04 -0.29 1.52
H 1.54 -1.02 -0.23
H 0.54 -0.30 -1.51
H 2.17 1.19 0.66
*
```

Computed properties:
Electronic energy: -324.6190 hartree
HOMO-LUMO gap: 10.24 eV
SMILES: C[C@H](C#N)CC=O
Max |F|: 4.89 eV Å⁻¹
Energy relative to the best compared isomer or geometry (same formula, charge and spin): 66.2 kcal/mol
HOMO energy: -9.837 eV

=====

# 11
Entry from the Open Molecules 2025 dataset: a 2-piece molecular cluster, C5H7NO overall (ωB97M-V/def2-TZVPD).

Structure (ORCA input):
```
! RIJCOSX wB97M-V def2-TZVPD def2/J DEFGRID3
* xyz 0 1
C -2.20 -0.73 0.34
N -0.83 -0.55 0.81
C -0.16 0.51 0.32
O -0.22 0.73 -1.02
C 0.97 -0.15 -0.80
C 2.07 0.83 -0.63
C 1.24 0.59 0.61
H -2.45 -1.79 0.44
H -2.90 -0.16 0.96
H -2.34 -0.43 -0.71
H 0.11 -1.12 -0.10
H 2.01 1.78 -1.15
H 3.07 0.42 -0.55
H 1.62 0.06 1.48
*
```

Computed properties:
Electronic energy: -324.4735 hartree
HOMO-LUMO gap: 9.70 eV
Max |F|: 0.55 eV Å⁻¹
Energy relative to the best compared isomer or geometry (same formula, charge and spin): 157.5 kcal/mol
HOMO energy: -8.954 eV

=====

# 12
Entry from the Open Molecules 2025 dataset: one molecule with the formula C5H7NO (ωB97M-V/def2-TZVPD).

Structure (ORCA input):
```
! RIJCOSX wB97M-V def2-TZVPD def2/J DEFGRID3
* xyz 0 1
O -3.15 -0.20 0.61
C -2.02 0.23 0.77
N -1.11 0.52 -0.55
C -0.49 -0.63 -0.30
C 1.00 -0.88 -0.38
C 1.86 0.31 -0.31
C 2.60 1.26 -0.30
H -1.69 1.08 1.39
H -0.49 1.33 -0.46
H -1.10 -1.52 -0.45
H -1.14 -0.61 1.24
H 1.29 -1.61 0.38
H 1.16 -1.37 -1.35
H 3.28 2.08 -0.28
*
```

Computed properties:
Electronic energy: -324.5185 hartree
HOMO-LUMO gap (alpha / beta): 9.23 / 9.23 eV
Max |F|: 0.52 eV Å⁻¹
Energy relative to the best compared isomer or geometry (same formula, charge and spin): 129.2 kcal/mol
HOMO energy (alpha / beta): -8.869 / -8.868 eV

=====

# 13
Entry from the Open Molecules 2025 dataset: a 2-piece molecular cluster, C5H7NO overall (ωB97M-V/def2-TZVPD).

Structure (ORCA input):
```
! RIJCOSX wB97M-V def2-TZVPD def2/J DEFGRID3
* xyz 0 1
C -2.15 -0.33 0.00
C -1.09 -0.91 0.60
C 0.85 0.15 -0.24
C 2.09 -0.08 0.48
O 1.69 -0.74 -0.77
C 0.16 1.33 -0.93
N 1.02 2.17 -1.08
H -0.92 1.20 -1.14
H -2.68 0.50 0.45
H -2.55 -0.71 -0.94
H -0.79 -0.63 1.61
H -0.66 -1.84 0.22
H 2.93 0.61 0.37
H 2.10 -0.73 1.36
*
```

Computed properties:
Electronic energy: -324.4969 hartree
HOMO-LUMO gap (alpha / beta): 7.96 / 8.58 eV
Max |F|: 0.81 eV Å⁻¹
Energy relative to the best compared isomer or geometry (same formula, charge and spin): 142.8 kcal/mol
HOMO energy (alpha / beta): -8.115 / -8.773 eV

=====

# 14
Entry from the Open Molecules 2025 dataset: one molecule with the formula C5H7NO (ωB97M-V/def2-TZVPD).

Structure (ORCA input):
```
! RIJCOSX wB97M-V def2-TZVPD def2/J DEFGRID3
* xyz 0 1
C -0.43 -1.87 -0.05
C -0.18 -0.40 -0.09
C -0.90 0.23 -1.26
C 0.60 0.26 0.85
O 1.08 1.59 0.64
C 1.58 2.51 1.35
N 2.05 3.38 1.90
H -0.24 -2.23 0.89
H 0.32 -2.31 -0.69
H -1.45 -2.11 -0.48
H -0.43 0.19 -2.22
H -1.87 -0.21 -1.40
H -1.17 1.28 -1.01
H 1.04 -0.30 1.56
*
```

Computed properties:
Electronic energy: -324.6184 hartree
HOMO-LUMO gap: 10.10 eV
SMILES: CC(C)=COC#N
Max |F|: 4.75 eV Å⁻¹
Energy relative to the best compared isomer or geometry (same formula, charge and spin): 66.6 kcal/mol
HOMO energy: -9.463 eV

=====

# 15
Entry from the Open Molecules 2025 dataset: one molecule with the formula C5H7NO (ωB97M-V/def2-TZVPD).

Structure (ORCA input):
```
! RIJCOSX wB97M-V def2-TZVPD def2/J DEFGRID3
* xyz 0 1
C -0.73 1.02 -2.00
N -0.05 -0.06 -1.28
C -0.34 -0.28 0.07
O -0.79 0.66 0.87
C 0.74 0.39 1.31
C 0.48 -0.78 2.21
C 0.40 -1.22 0.79
H -0.17 1.17 -2.93
H -1.75 0.70 -2.26
H -0.77 1.95 -1.42
H 0.90 0.23 -1.14
H -0.42 -0.80 2.83
H 1.38 -1.14 2.68
H 1.12 -1.85 0.28
*
```

Computed properties:
Electronic energy: -324.5374 hartree
HOMO-LUMO gap: 10.15 eV
SMILES: CN[C@]12O[C@@]13C[C@H]32
Max |F|: 0.92 eV Å⁻¹
Energy relative to the best compared isomer or geometry (same formula, charge and spin): 117.4 kcal/mol
HOMO energy: -9.156 eV

=====

# 16
Entry from the Open Molecules 2025 dataset: a 2-piece molecular cluster, C5H7NO overall (ωB97M-V/def2-TZVPD).

Structure (ORCA input):
```
! RIJCOSX wB97M-V def2-TZVPD def2/J DEFGRID3
* xyz 0 1
C 2.31 0.29 -0.09
C 1.06 0.58 0.14
C -0.22 0.70 0.34
C -1.49 -0.04 0.28
N -2.13 0.51 1.47
C -1.47 1.42 0.54
H 2.98 -0.01 0.72
H 2.71 0.29 -1.10
H -2.00 -0.56 -0.51
H -1.54 0.34 2.29
H -1.98 2.19 -0.01
O 0.53 -2.46 -0.10
H 1.39 -2.14 0.19
H -0.08 -1.78 0.22
*
```

Computed properties:
Electronic energy: -324.5344 hartree
HOMO-LUMO gap: 10.21 eV
SMILES: C=C=C1[C@H]2N[C@@H]12.O
Max |F|: 0.40 eV Å⁻¹
Energy relative to the best compared isomer or geometry (same formula, charge and spin): 119.3 kcal/mol
HOMO energy: -9.389 eV

=====

# 17
Entry from the Open Molecules 2025 dataset: one molecule with the formula C5H7NO (ωB97M-V/def2-TZVPD).

Structure (ORCA input):
```
! RIJCOSX wB97M-V def2-TZVPD def2/J DEFGRID3
* xyz 0 1
C 2.34 -0.31 0.80
C 1.75 0.65 0.33
C 0.45 0.59 -0.37
N -0.44 1.71 -0.62
C -0.24 -0.71 0.17
C -1.70 -1.02 0.01
O 0.45 -1.55 0.70
H 2.93 -1.10 1.20
H 0.83 0.27 -1.35
H 0.08 2.40 -1.17
H -0.73 2.18 0.23
H -2.15 -1.00 1.01
H -2.24 -0.36 -0.66
H -1.75 -2.06 -0.33
*
```

Computed properties:
Electronic energy: -324.5969 hartree
HOMO-LUMO gap: 10.12 eV
SMILES: C#C[C@H](N)C(C)=O
Max |F|: 1.05 eV Å⁻¹
Energy relative to the best compared isomer or geometry (same formula, charge and spin): 80.1 kcal/mol
HOMO energy: -9.359 eV

=====

# 18
Entry from the Open Molecules 2025 dataset: a 2-piece molecular cluster, C5H7NO overall (ωB97M-V/def2-TZVPD).

Structure (ORCA input):
```
! RIJCOSX wB97M-V def2-TZVPD def2/J DEFGRID3
* xyz 0 1
N 2.49 -0.20 0.58
C 1.67 -0.61 -0.17
O 0.97 -1.37 -0.86
C -0.37 -0.57 -1.05
C -1.23 -0.54 0.23
C -0.83 0.93 0.31
C -0.08 0.85 -0.85
H 2.08 0.21 1.47
H -0.77 -1.02 -1.97
H -0.91 -1.16 1.07
H -2.29 -0.74 0.01
H 0.37 0.87 2.12
H -1.43 1.77 0.64
H 0.32 1.59 -1.53
*
```

Computed properties:
Electronic energy: -324.4393 hartree
HOMO-LUMO gap (alpha / beta): 6.94 / 6.94 eV
Max |F|: 0.92 eV Å⁻¹
Energy relative to the best compared isomer or geometry (same formula, charge and spin): 178.9 kcal/mol
HOMO energy (alpha / beta): -6.727 / -6.728 eV